(1)
One molecule with the formula C8H8N4 in a non-equilibrium geometry, computed with ωB97M-V/def2-TZVPD.

HOMO-LUMO gap: 8.6 eV
SMILES: C[C@@]12N=C1Nc1ncccc1N2
Charge: 0

Structure (XYZ):
```
20
C8H8N4 | the Open Molecules 2025 dataset | ωB97M-V/def2-TZVPD
N 1.77 1.66 0.32
N -0.46 1.94 0.19
N -0.69 -0.78 -0.78
N -2.53 0.98 -0.96
C 2.88 0.99 0.24
C -1.89 -0.18 -0.19
C 0.62 1.04 0.01
C -1.59 1.28 -0.13
C 2.88 -0.41 -0.06
C -2.76 -0.99 0.77
C 1.74 -1.00 -0.44
C 0.54 -0.37 -0.32
H -2.36 -1.28 1.83
H -0.73 -1.74 -0.96
H 1.81 -1.92 -0.86
H 3.79 1.57 0.35
H -3.80 -0.63 0.81
H -2.78 -2.02 0.45
H -0.14 2.94 0.02
H 3.71 -1.09 -0.32
```

***

(2)
C8H8N4O4 as an isolated structure in a non-equilibrium geometry, computed with ωB97M-V/def2-TZVPD.

HOMO-LUMO gap: 9.0 eV
Charge: 0

Structure (XYZ):
```
24
C8H8N4O4 | the Open Molecules 2025 dataset | ωB97M-V/def2-TZVPD
O 2.47 3.82 1.35
O -1.84 3.25 2.10
O 0.49 -1.40 -3.73
O -2.20 -0.67 -0.03
N -1.09 -1.17 -2.00
N -0.95 -2.62 -0.07
N -0.64 1.30 1.36
N 0.28 3.47 1.51
C 0.05 -1.74 -2.65
C 1.59 2.94 1.49
C 1.61 1.52 1.33
C -0.83 2.63 1.72
C 0.55 0.72 1.07
C 0.15 -3.27 -0.78
C -1.47 -1.41 -0.63
C 0.58 -2.91 -1.97
H 0.08 4.50 1.71
H 0.73 -4.11 -0.22
H -1.62 0.79 0.63
H 0.75 -0.22 0.72
H -1.31 -0.25 -2.37
H 1.38 -3.31 -2.51
H 2.65 1.10 1.14
H -1.39 -2.96 0.83
```

***

(3)
A 2-piece molecular cluster, C8H8N4O4 overall in a non-equilibrium geometry, computed with ωB97M-V/def2-TZVPD.

HOMO-LUMO gap: 9.3 eV
SMILES: O=c1cc[nH]c(=O)[nH]1.O=c1cc[nH]c(=O)[nH]1
Charge: 0

Structure (XYZ):
```
24
C8H8N4O4 | the Open Molecules 2025 dataset | ωB97M-V/def2-TZVPD
O 3.13 1.82 -0.61
O -0.76 -0.39 -1.27
O -0.55 2.79 0.04
O -3.31 -0.53 -1.49
N -2.17 1.18 -0.64
N 1.12 0.69 -0.69
N 1.00 -1.58 -0.19
N -2.40 -0.72 0.68
C -0.80 0.85 1.32
C 0.34 -0.47 -0.72
C -1.12 1.75 0.25
C -1.50 -0.25 1.57
C 3.10 -0.47 -0.05
C 2.50 0.77 -0.37
C 2.34 -1.54 0.07
C -2.69 -0.06 -0.58
H 0.60 -2.62 -0.53
H -2.60 1.76 -1.34
H 2.80 -2.61 0.17
H -2.55 -1.72 0.80
H -1.31 -0.92 2.31
H 4.17 -0.44 0.28
H 0.71 1.50 -1.04
H -0.04 1.21 2.02
```

***

(4)
One molecule with the formula C8H8N4S in a non-equilibrium geometry, computed with ωB97M-V/def2-TZVPD.

HOMO-LUMO gap: 9.1 eV
SMILES: C=CCSc1ncc(C#N)c(N)n1
Charge: 0

Structure (XYZ):
```
21
C8H8N4S | the Open Molecules 2025 dataset | ωB97M-V/def2-TZVPD
S 1.63 -1.07 -0.02
N -5.39 -0.43 0.13
N -2.69 1.74 -0.07
N -0.68 0.50 0.10
N -0.80 -1.96 0.04
C 4.52 -0.42 -0.10
C 3.60 0.60 0.07
C 2.12 0.62 0.50
C -0.16 -0.72 0.08
C -2.11 -1.86 0.11
C -4.26 -0.48 0.05
C -2.06 0.51 0.09
C -2.73 -0.61 0.01
H 1.70 1.48 -0.05
H 3.93 1.62 -0.29
H -2.22 2.60 -0.56
H -2.68 -2.81 -0.07
H -3.68 1.78 -0.78
H 5.63 -0.25 -0.60
H 4.36 -1.61 -0.31
H 1.98 0.78 1.68
```

***

(5)
A 2-piece molecular cluster, C8H8O overall in a non-equilibrium geometry, computed with ωB97M-V/def2-TZVPD.

HOMO-LUMO gap: 6.0 eV
Charge: 0

Structure (XYZ):
```
17
C8H8O | the Open Molecules 2025 dataset | ωB97M-V/def2-TZVPD
O 2.63 0.09 0.07
C 2.19 1.28 0.12
C -1.08 -0.82 0.29
C -0.77 0.48 0.08
C -1.62 1.54 0.02
C -2.51 -1.03 0.22
C -3.00 1.31 0.00
C 4.08 -0.08 -0.09
C -3.43 0.00 -0.03
H -3.81 2.02 -0.10
H -0.35 -1.71 0.42
H -4.53 -0.10 -0.14
H 4.76 0.61 0.35
H -1.07 2.54 -0.02
H 4.16 -0.08 -1.16
H 4.42 -1.17 0.19
H -3.02 -1.92 0.29
```

***

(6)
One molecule with the formula C8H8O2S in a non-equilibrium geometry, computed with ωB97M-V/def2-TZVPD.

HOMO-LUMO gap: 9.6 eV
SMILES: O=C(O)[C@H](S)c1ccccc1
Charge: 0

Structure (XYZ):
```
19
C8H8O2S | the Open Molecules 2025 dataset | ωB97M-V/def2-TZVPD
S -0.34 -2.19 1.83
O 2.27 0.50 2.06
O 2.44 -1.38 0.85
C -1.36 0.98 0.22
C -1.76 1.53 -0.97
C 0.25 -0.54 1.52
C 0.18 -0.50 -0.96
C -1.25 1.02 -2.15
C -0.32 -0.04 -2.16
C 1.77 -0.59 1.48
C -0.29 0.07 0.25
H -2.56 2.34 -0.97
H -1.58 1.40 -3.11
H -0.06 0.12 2.32
H 0.93 -1.31 -0.91
H 3.22 0.47 1.84
H -1.90 1.32 1.09
H -0.04 -0.42 -3.12
H 0.43 -2.78 0.89
```

***

(7)
An isolated ion of composition C8H8O3P and charge -1 in a non-equilibrium geometry, computed with ωB97M-V/def2-TZVPD.

HOMO-LUMO gap: 8.0 eV
SMILES: CC(=O)[P@](=O)([O-])c1ccccc1
Charge: -1

Structure (XYZ):
```
20
C8H8O3P | the Open Molecules 2025 dataset | ωB97M-V/def2-TZVPD
P 0.61 1.29 -0.97
O 0.48 1.42 -2.47
O -1.99 1.60 0.13
O 1.82 1.81 -0.28
C 0.00 -3.12 0.35
C -0.96 -2.42 -0.34
C 0.31 -0.49 -0.41
C -0.50 3.31 0.70
C 1.33 -1.09 0.34
C 1.16 -2.42 0.66
C -0.85 -1.14 -0.70
C -0.90 2.08 0.02
H -1.73 -0.72 -1.12
H 0.30 2.95 1.25
H -0.08 4.05 -0.09
H -0.30 -4.15 0.68
H 2.21 -0.68 0.67
H -1.65 -3.11 -0.86
H 1.99 -2.98 1.15
H -1.27 3.81 1.31
```

***

(8)
One molecule with the formula C8H8OS in a non-equilibrium geometry, computed with ωB97M-V/def2-TZVPD.

2S+1: 3
HOMO-LUMO gap (spin up / spin down): 7.2 / 7.4 eV
Charge: 0

Structure (XYZ):
```
18
C8H8OS | the Open Molecules 2025 dataset | ωB97M-V/def2-TZVPD
S 2.67 -0.12 0.45
O 3.40 -0.34 -0.79
C -1.95 -0.84 -0.14
C 1.12 -0.97 0.43
C 0.33 -1.93 0.10
C -0.41 1.08 0.49
C 1.89 1.51 0.14
C -1.60 0.60 -0.27
C 0.64 1.84 -0.12
C -1.13 -1.89 0.09
H -3.03 -1.04 -0.12
H 2.79 2.19 -0.07
H -2.38 1.23 -0.03
H -0.19 1.01 1.60
H -1.64 -2.89 0.27
H -1.39 0.70 -1.32
H 0.25 2.73 -0.59
H 0.65 -2.89 -0.12
```

***

(9)
One molecule with the formula C8H8P2 in a non-equilibrium geometry, computed with ωB97M-V/def2-TZVPD.

HOMO-LUMO gap: 7.5 eV
SMILES: C1=CC(p2cccc2)=[PH]=C1
Charge: 0

Structure (XYZ):
```
18
C8H8P2 | the Open Molecules 2025 dataset | ωB97M-V/def2-TZVPD
P -1.12 -0.30 -1.33
P 1.39 1.51 -1.29
C 2.09 2.33 0.11
C -0.54 -2.59 -0.23
C 0.39 1.03 1.11
C -0.03 0.77 -0.47
C -0.25 -1.85 -1.32
C 1.40 2.00 1.28
C -1.87 -2.16 0.39
C -2.15 -0.89 0.05
H -2.33 -2.66 1.30
H 1.80 2.36 2.31
H 0.68 -1.98 -1.81
H 0.81 2.59 -2.16
H 2.96 2.95 -0.01
H -0.16 0.56 1.84
H -2.92 -0.09 0.34
H -0.14 -3.59 -0.12
```

***

(10)
C8H9AlBrI2MnO4S as an isolated structure in a non-equilibrium geometry, computed with ωB97M-V/def2-TZVPD.

2S+1: 5
HOMO-LUMO gap (spin up / spin down): 6.3 / 5.0 eV
Charge: +4

Structure (XYZ):
```
27
C8H9AlBrI2MnO4S | the Open Molecules 2025 dataset | ωB97M-V/def2-TZVPD
I 3.25 -1.88 2.20
I 4.24 0.51 2.94
Br -0.20 -0.04 3.73
Mn -0.55 1.37 1.79
S 0.77 0.63 0.26
Al 0.54 -1.06 1.69
O -2.49 -3.34 2.84
O -0.01 3.73 3.47
O -1.59 -2.35 0.04
O -3.06 2.29 0.58
C 1.16 1.17 -2.36
C -1.04 -2.19 1.16
C -1.61 -2.79 2.28
C -1.11 0.23 -1.83
C 0.38 0.12 -1.59
C -0.23 2.93 2.65
C 0.91 -1.28 -1.83
C -2.11 1.75 1.06
H 2.23 1.12 -2.15
H -1.30 0.06 -2.90
H -1.65 -0.51 -1.25
H 0.81 2.18 -2.11
H 1.02 1.04 -3.44
H 0.33 -2.02 -1.27
H 1.96 -1.37 -1.52
H -1.49 1.23 -1.56
H 0.84 -1.53 -2.90
```

***

(11)
C8H9BeNO5 as an isolated structure in a non-equilibrium geometry, computed with ωB97M-V/def2-TZVPD.

HOMO-LUMO gap: 9.9 eV
Charge: +2

Structure (XYZ):
```
24
C8H9BeNO5 | the Open Molecules 2025 dataset | ωB97M-V/def2-TZVPD
O -2.49 1.36 -0.95
O 3.15 0.98 -0.91
O 0.28 -0.86 0.62
O 0.25 4.36 -0.34
O 0.65 2.14 2.69
N 0.24 -2.94 1.48
C -0.24 -1.69 1.46
C 0.14 1.70 1.76
C 0.39 3.22 -0.36
C 0.28 0.96 -3.08
C -1.23 -1.40 2.58
C -1.40 0.95 -0.81
C 0.29 -0.34 -2.73
C 2.04 0.79 -0.64
Be 0.24 0.42 -0.42
H 0.89 -3.24 0.76
H -0.66 1.55 -3.23
H -0.85 -1.74 3.58
H -0.67 -0.93 -2.62
H -2.17 -1.94 2.36
H -0.16 -3.64 2.11
H 1.25 -0.91 -2.64
H -1.46 -0.33 2.64
H 1.24 1.52 -3.29
```

***

(12)
A 2-piece molecular cluster, C8H9BrF2N3O overall in a non-equilibrium geometry, computed with ωB97M-V/def2-TZVPD.

HOMO-LUMO gap (spin up / spin down): 7.5 / 7.5 eV
Charge: +1

Structure (XYZ):
```
24
C8H9BrF2N3O | the Open Molecules 2025 dataset | ωB97M-V/def2-TZVPD
Br -4.10 0.71 0.10
F 1.05 1.53 -1.74
F 3.02 1.40 -0.86
O 0.20 2.73 0.80
N -0.24 -0.68 0.23
N 1.79 -0.40 1.56
N 0.86 -2.62 -0.46
C -2.57 -0.38 -0.07
C -0.27 -1.92 -0.34
C 1.77 1.73 -0.64
C -2.66 -1.68 -0.60
C 0.97 -0.16 0.70
C -1.35 0.10 0.32
C -1.52 -2.42 -0.74
C 1.46 2.93 0.20
H -3.62 -2.08 -0.89
H -0.06 3.54 1.27
H 2.25 3.04 0.94
H 1.73 -1.11 2.29
H 0.82 -3.52 -0.92
H 1.76 -2.23 -0.28
H -1.56 -3.42 -1.15
H 1.44 3.82 -0.46
H -1.20 1.09 0.73
```

***

(13)
C8H9CeClO3 as an isolated structure in a non-equilibrium geometry, computed with ωB97M-V/def2-TZVPD.

HOMO-LUMO gap (spin up / spin down): 6.5 / 6.4 eV
Charge: +2

Structure (XYZ):
```
22
C8H9CeClO3 | the Open Molecules 2025 dataset | ωB97M-V/def2-TZVPD
Ce -0.30 0.03 -0.18
Cl -3.02 -1.19 -0.27
O -1.00 1.57 1.80
O 0.00 -2.60 2.73
O 2.64 1.21 2.13
C 2.01 0.74 1.29
C 1.64 -0.12 -1.66
C -0.46 0.45 -2.54
C 0.07 -1.94 1.79
C 0.88 -1.33 -1.86
C 0.82 0.99 -2.09
C -0.38 -0.98 -2.41
C -1.62 1.25 -3.04
H -1.61 2.33 1.79
H -0.75 1.42 2.73
H -2.56 0.75 -2.79
H 1.24 -2.34 -1.66
H 2.65 -0.05 -1.26
H -1.62 2.26 -2.60
H 1.08 2.06 -2.10
H -1.57 1.37 -4.14
H -1.20 -1.65 -2.69
```

***

(14)
C8H9CrF15N3O21S5 as an isolated structure in a non-equilibrium geometry, computed with ωB97M-V/def2-TZVPD.

2S+1: 9
HOMO-LUMO gap (spin up / spin down): 5.0 / 3.5 eV
Charge: -3

Structure (XYZ):
```
62
C8H9CrF15N3O21S5 | the Open Molecules 2025 dataset | ωB97M-V/def2-TZVPD
Cr -0.33 -0.14 0.18
S 0.64 3.42 -1.60
S 2.35 -0.69 -1.99
S 2.23 2.01 1.47
S -2.39 2.53 1.28
S -1.64 -1.20 3.43
F 0.74 4.90 -3.75
F -0.66 3.26 -3.88
F -4.19 1.90 -0.64
F 4.17 2.12 3.29
F 3.40 0.11 2.87
F 0.44 -2.84 3.84
F 0.90 0.02 -4.06
F -2.77 3.42 -1.20
F 2.27 1.45 4.07
F 0.46 -0.97 5.00
F -0.82 -2.60 5.56
F -1.21 5.03 -2.81
F 2.83 -0.90 -4.49
F -4.37 3.91 0.19
F 1.12 -2.11 -3.83
O -2.53 -2.32 3.19
O 3.29 2.13 0.51
O -1.71 -0.11 -1.74
O 1.64 -3.88 1.10
O 1.71 3.27 1.94
O -3.44 -1.31 -2.64
O 1.09 -0.63 -1.22
O 3.17 -1.82 -1.67
O -1.32 -2.12 0.13
O -0.91 -0.66 2.30
O -3.24 2.15 2.38
O 3.04 0.57 -2.03
O 1.80 -1.76 1.34
O 2.02 3.27 -1.97
O -1.59 3.68 1.53
O -2.25 -0.19 4.24
O -0.62 -3.37 -1.46
O 1.19 1.04 1.08
O -1.74 1.33 0.71
O 0.37 4.26 -0.48
O 0.03 2.10 -1.47
N 2.25 -2.86 1.36
N -1.25 -3.19 -0.45
N -2.62 -0.27 -2.68
C 3.67 -3.04 1.77
C -0.29 -1.93 4.50
C 1.76 -0.96 -3.72
C 3.08 1.40 3.02
C -3.50 2.95 -0.17
C -2.63 0.52 -3.89
C -0.20 4.22 -3.08
C -1.79 -4.33 0.30
H 3.91 -4.09 1.73
H -2.34 -4.04 1.19
H -3.62 0.45 -4.31
H 3.79 -2.55 2.73
H 4.22 -2.44 1.05
H -2.32 1.55 -3.74
H -0.94 -4.89 0.67
H -2.44 -4.89 -0.37
H -1.88 0.14 -4.60
```

***

(15)
C8H9EuO8P as an isolated structure in a non-equilibrium geometry, computed with ωB97M-V/def2-TZVPD.

2S+1: 7
HOMO-LUMO gap (spin up / spin down): 5.0 / 8.0 eV
Charge: +3

Structure (XYZ):
```
27
C8H9EuO8P | the Open Molecules 2025 dataset | ωB97M-V/def2-TZVPD
Eu -0.72 -0.80 -0.81
P -0.33 2.37 -0.53
O -1.58 1.33 0.09
O 4.06 -4.26 -0.99
O 0.18 3.28 0.70
O 0.89 -2.11 -4.15
O -3.73 -2.73 -2.08
O 0.84 1.04 -0.39
O -0.07 -4.52 -1.77
O -0.70 -3.79 1.63
C 0.29 2.99 2.11
C -2.71 -2.33 -1.76
C 2.25 1.42 -0.17
C 0.37 -1.41 -3.39
C -2.43 1.43 1.27
C -0.14 -3.38 -1.64
C -0.72 -2.87 0.93
C 3.43 -3.35 -0.69
H -1.83 1.12 2.14
H 2.59 0.95 0.77
H 2.27 2.52 -0.10
H 0.75 2.01 2.28
H 2.85 1.12 -1.06
H -2.79 2.46 1.39
H -3.26 0.73 1.11
H 0.94 3.76 2.55
H -0.71 3.03 2.56
```

***

(16)
One molecule with the formula C8H9F2PS in a non-equilibrium geometry, computed with ωB97M-V/def2-TZVPD.

HOMO-LUMO gap: 8.4 eV
SMILES: Cc1ccc(SC(F)=[PH2]F)cc1
Charge: 0

Structure (XYZ):
```
21
C8H9F2PS | the Open Molecules 2025 dataset | ωB97M-V/def2-TZVPD
S -1.47 -1.28 -1.52
P -0.15 -3.96 -1.36
F -2.14 -3.35 0.04
F 1.39 -3.68 -1.83
C 0.24 0.84 -1.20
C 0.47 2.13 0.82
C -0.70 0.03 -0.58
C -1.04 -2.66 -0.44
C -1.06 0.26 0.74
C 0.81 1.88 -0.51
C -0.47 1.31 1.43
C 1.10 3.26 1.57
H -0.76 1.50 2.45
H -0.39 -4.78 -2.48
H 0.39 3.74 2.24
H -1.79 -0.37 1.22
H 0.10 -4.94 -0.42
H 0.50 0.65 -2.23
H 1.93 2.89 2.18
H 1.50 4.01 0.89
H 1.54 2.51 -1.00
```

***

(17)
C8H9FN2O2 as an isolated structure in a non-equilibrium geometry, computed with ωB97M-V/def2-TZVPD.

HOMO-LUMO gap: 8.8 eV
Charge: 0

Structure (XYZ):
```
22
C8H9FN2O2 | the Open Molecules 2025 dataset | ωB97M-V/def2-TZVPD
F -2.60 -0.43 1.60
O -3.05 0.10 -1.65
O -1.15 -0.84 -1.05
N 0.32 -1.73 0.84
N 1.17 -0.26 -0.56
C 2.00 -1.38 -0.60
C 0.33 1.81 0.11
C -0.35 0.73 0.93
C -2.17 -0.13 -0.86
C -2.29 0.49 0.65
C 1.46 -2.25 0.27
C 1.37 1.14 -0.83
C 0.11 -0.51 0.26
H -2.80 1.45 0.57
H 2.30 1.55 -0.66
H -0.37 -2.42 1.00
H 1.24 1.20 -1.85
H -0.55 2.36 -0.34
H 2.85 -1.18 -1.19
H -0.31 0.87 1.95
H 1.83 -3.22 0.62
H 0.66 2.64 0.79
```

***

(18)
C8H9GaN2O5S as an isolated structure in a non-equilibrium geometry, computed with ωB97M-V/def2-TZVPD.

HOMO-LUMO gap: 7.1 eV
Charge: +2

Structure (XYZ):
```
26
C8H9GaN2O5S | the Open Molecules 2025 dataset | ωB97M-V/def2-TZVPD
Ga 1.05 -0.20 -0.49
S 2.43 -0.60 1.36
O 1.46 -0.37 -3.70
O -2.16 0.42 3.64
O 0.76 2.69 -1.07
O -2.49 1.68 -1.24
O -1.56 -2.24 -0.02
N 1.49 -2.92 2.38
N 2.72 -3.07 0.35
C 0.57 1.78 -0.29
C -1.65 0.98 -0.87
C 2.19 -2.38 1.38
C 1.41 -0.37 -2.55
C 2.93 -4.51 0.20
C -1.40 0.40 2.79
C 0.99 -4.29 2.56
C -0.69 -1.50 -0.21
H 0.30 -4.25 3.40
H 3.99 -4.74 0.34
H 0.41 1.93 0.83
H 2.63 -4.75 -0.83
H 0.44 -4.65 1.68
H 2.34 -5.11 0.89
H 1.80 -4.99 2.82
H 3.29 -2.49 -0.26
H 1.15 -2.24 3.05
```

***

(19)
A 2-piece molecular cluster, C8H9IS overall in a non-equilibrium geometry, computed with ωB97M-V/def2-TZVPD.

HOMO-LUMO gap (spin up / spin down): 7.9 / 7.7 eV
Charge: 0

Structure (XYZ):
```
19
C8H9IS | the Open Molecules 2025 dataset | ωB97M-V/def2-TZVPD
I 4.36 -0.09 0.71
S -1.89 -1.13 -0.01
C 0.51 -0.62 -0.49
C -0.66 -1.66 -2.50
C 3.35 0.63 -2.18
C 3.21 0.17 -0.97
C -1.60 -0.40 2.50
C -0.54 -1.08 -1.18
C 0.36 -0.24 0.84
C -0.93 -0.44 1.18
H 0.37 -1.74 -2.85
H 1.13 0.16 1.43
H -1.26 -2.66 -2.45
H -1.13 -1.26 2.95
H -1.32 -0.94 -3.05
H -1.41 0.57 2.96
H -2.66 -0.62 2.47
H 4.33 1.11 -2.45
H 2.62 0.75 -2.91
```

***

(20)
C8H9InNO4 as an isolated structure in a non-equilibrium geometry, computed with ωB97M-V/def2-TZVPD.

HOMO-LUMO gap: 5.9 eV
Charge: +1

Structure (XYZ):
```
23
C8H9InNO4 | the Open Molecules 2025 dataset | ωB97M-V/def2-TZVPD
In 0.35 -0.07 -2.94
O 0.61 -2.34 -3.60
O 0.69 0.94 -1.67
O 2.58 1.24 -0.68
O -0.32 -0.97 -0.92
N 1.32 1.18 -0.67
C -1.08 1.86 2.69
C 0.35 -3.02 -2.39
C -1.15 0.61 2.07
C -0.12 2.81 2.39
C 0.76 2.56 1.32
C -0.31 0.39 0.99
C -0.63 -2.31 -1.24
C 0.62 1.30 0.62
H -0.73 -2.96 -0.37
H -1.69 -2.36 -1.49
H -1.79 -0.19 2.41
H 1.31 -3.23 -1.91
H -0.33 -0.52 0.41
H -0.19 3.74 2.94
H 0.01 -4.02 -2.67
H 1.50 3.33 1.16
H -1.76 2.03 3.52
```

***

(21)
One molecule with the formula C8H9N3O in a non-equilibrium geometry, computed with ωB97M-V/def2-TZVPD.

HOMO-LUMO gap (spin up / spin down): 7.6 / 7.6 eV
Charge: 0

Structure (XYZ):
```
21
C8H9N3O | the Open Molecules 2025 dataset | ωB97M-V/def2-TZVPD
O 2.88 0.13 -1.34
N -1.32 -1.17 0.13
N -0.88 3.08 2.09
N -0.23 -1.32 -0.42
C -0.68 1.19 0.43
C 2.19 -0.81 -1.00
C -2.67 0.04 1.51
C -0.02 1.77 -0.91
C 2.66 -2.26 -0.92
C 0.83 -0.74 -0.55
C -0.87 2.28 1.29
C -1.51 0.08 0.60
H -2.98 1.06 1.75
H 2.61 -2.54 0.16
H 0.91 2.27 -0.66
H 1.87 -2.91 -1.42
H 0.17 0.95 -1.64
H -3.53 -0.57 1.14
H 3.75 -2.38 -1.34
H -0.81 2.50 -1.23
H -2.37 -0.66 2.33
```

***

Relative energy (zero: lowest compared OMol25 entry of this formula, charge and spin) (kJ/mol)
343.3, 362.4, 328.9, 349.6, 709.6, 21.4, 119.2, 445.1, 188.7, 103.1, 0.0, 114.5, 50.8, 0.0, 81.0, 86.1, 233.2, 0.0, 360.4, 439.4, 473.1